(1)
{"formula": "C18H39F2NO13", "method": "ωB97M-V with the def2-TZVPD basis set", "species": ["N", "H", "H", "H", "H", "O", "H", "C", "C", "O", "C", "O", "O", "F", "H", "H", "H", "C", "C", "O", "C", "O", "O", "F", "H", "H", "H", "C", "O", "C", "C", "O", "C", "C", "O", "C", "H", "H", "H", "H", "H", "H", "H", "H", "H", "H", "H", "H", "H", "H", "C", "O", "C", "C", "O", "C", "C", "O", "C", "H", "H", "H", "H", "H", "H", "H", "H", "H", "H", "H", "H", "H", "H"], "xyz": [[-0.515, -0.495, -0.259], [-0.845, 0.332, -0.775], [0.352, -0.708, -0.554], [-1.054, -1.362, -0.493], [-0.625, -0.160, 0.709], [-2.584, 2.038, 0.001], [-3.217, 2.307, 0.616], [-1.131, 4.813, -0.425], [0.044, 3.790, -0.344], [0.935, 4.330, 0.661], [0.454, 5.497, 1.161], [0.867, 6.194, 1.999], [-0.586, 5.795, 0.493], [0.689, 3.830, -1.575], [-2.052, 4.529, -0.345], [-1.305, 5.221, -1.300], [-0.205, 2.980, -0.063], [0.967, 2.863, 4.904], [1.852, 3.297, 3.757], [1.604, 2.466, 2.665], [0.914, 1.442, 3.139], [0.856, 0.348, 2.543], [0.579, 1.598, 4.401], [3.141, 3.244, 4.171], [-0.065, 3.389, 5.245], [1.615, 2.496, 5.766], [1.453, 4.332, 3.704], [3.095, 1.471, -0.345], [2.235, 0.788, -1.186], [2.297, 1.185, -2.580], [0.926, 0.848, -3.318], [0.928, -0.385, -3.372], [-0.162, -0.909, -3.981], [-0.143, -2.414, -3.723], [-0.667, -2.638, -2.428], [-0.839, -3.950, -2.081], [3.278, 0.924, 0.505], [3.046, 2.738, -0.219], [4.143, 1.504, -0.584], [3.202, 0.710, -2.884], [2.442, 2.075, -2.928], [0.924, 1.250, -4.194], [0.177, 1.256, -2.703], [-0.025, -0.793, -5.016], [-1.157, -0.830, -3.594], [0.853, -2.756, -3.739], [-0.689, -2.783, -4.563], [-1.788, -4.259, -2.379], [-0.817, -4.339, -1.124], [-0.232, -4.557, -2.616], [-4.057, -1.846, -1.269], [-3.313, -2.585, -0.298], [-3.312, -1.947, 0.986], [-2.379, -2.769, 1.942], [-1.225, -2.367, 1.728], [-0.266, -3.334, 2.233], [1.206, -3.102, 1.858], [1.289, -2.582, 0.483], [2.625, -2.407, 0.041], [-5.217, -1.950, -1.047], [-3.913, -2.293, -2.320], [-3.797, -0.716, -1.583], [-4.249, -2.080, 1.442], [-2.944, -0.849, 0.965], [-2.542, -3.916, 1.696], [-2.563, -2.604, 3.062], [-0.527, -4.242, 1.731], [-0.307, -3.540, 3.266], [1.897, -3.777, 2.135], [1.513, -2.354, 2.589], [2.612, -2.345, -1.137], [3.350, -3.343, 0.161], [2.990, -1.573, 0.593]], "lowdin_charge": [0.346, 0.112, 0.034, 0.122, 0.112, -0.486, -0.198, 0.037, -0.178, 0.111, -0.650, 0.180, 0.122, 0.051, 0.061, 0.091, 0.028, -0.043, -0.334, 0.160, -0.525, 0.097, 0.065, 0.087, 0.196, 0.162, 0.163, -0.147, -0.166, -0.093, -0.271, -0.068, -0.172, -0.166, -0.164, -0.113, 0.042, 0.170, 0.062, 0.127, 0.056, 0.085, 0.124, 0.129, 0.140, 0.121, 0.125, 0.078, 0.074, 0.061, -0.143, -0.219, -0.164, -0.347, -0.128, -0.110, -0.134, -0.209, -0.108, 0.113, 0.082, 0.121, 0.098, 0.143, 0.163, 0.154, 0.109, 0.120, 0.083, 0.114, 0.124, 0.120, 0.062], "total_charge": 0, "lumo_energy_ev": 0.56, "e_above_lowest_ev": 2.030, "max_force_ev_per_a": 12.9, "e_homo_ev": -6.7, "gap_ev": 7.3}

=====

(2)
{"formula": "C18H39LiN2O3PSeSi2", "method": "ωB97M-V with the def2-TZVPD basis set", "species": ["Li", "C", "C", "C", "C", "C", "C", "N", "N", "Si", "C", "C", "C", "H", "H", "H", "H", "H", "H", "H", "H", "H", "H", "H", "H", "H", "H", "H", "C", "Si", "C", "C", "Se", "H", "H", "H", "H", "H", "H", "H", "H", "H", "C", "C", "O", "P", "O", "C", "C", "O", "C", "C", "H", "H", "H", "H", "H", "H", "H", "H", "H", "H", "H", "H", "H", "H", "H"], "xyz": [[-0.827, -0.279, 0.130], [-0.399, 2.006, -2.877], [-0.469, 2.556, -1.472], [-0.512, 3.923, -1.243], [-0.559, 4.360, 0.085], [-0.586, 3.454, 1.118], [-0.594, 2.057, 0.831], [-0.486, 1.661, -0.482], [-0.706, 1.058, 1.720], [-1.651, 1.066, 3.134], [-1.976, -0.714, 3.624], [-3.282, 1.948, 2.818], [-0.908, 1.904, 4.653], [-1.260, 2.335, -3.462], [-0.398, 0.918, -2.848], [0.503, 2.351, -3.388], [-0.506, 4.623, -2.069], [-0.575, 5.424, 0.299], [-0.616, 3.776, 2.152], [-2.260, -1.294, 2.736], [-2.785, -0.793, 4.361], [-1.081, -1.176, 4.061], [-3.732, 1.558, 1.899], [-3.100, 3.018, 2.662], [-4.008, 1.840, 3.633], [0.052, 1.457, 4.940], [-1.594, 1.802, 5.503], [-0.740, 2.974, 4.483], [-5.377, -3.829, -0.489], [-4.556, -2.194, -0.042], [-5.615, -0.867, -0.859], [-4.763, -1.973, 1.812], [-2.447, -2.179, -0.725], [-6.434, -3.833, -0.189], [-4.874, -4.675, -0.006], [-5.323, -3.980, -1.573], [-6.682, -1.070, -0.698], [-5.421, -0.849, -1.937], [-5.387, 0.128, -0.459], [-5.824, -1.974, 2.096], [-4.322, -1.024, 2.135], [-4.257, -2.777, 2.357], [0.544, -5.712, 1.481], [0.121, -4.306, 1.135], [1.137, -3.405, 1.620], [0.933, -1.818, 1.271], [1.588, -1.648, -0.209], [2.973, -1.757, -0.558], [3.461, -3.191, -0.549], [2.201, -1.287, 2.148], [2.005, -0.986, 3.531], [3.353, -0.695, 4.141], [-0.224, -6.421, 1.161], [0.687, -5.813, 2.560], [1.484, -5.966, 0.985], [-0.842, -4.057, 1.583], [-0.001, -4.188, 0.056], [3.563, -1.141, 0.118], [3.047, -1.334, -1.558], [3.460, -3.596, 0.463], [4.480, -3.227, -0.946], [2.820, -3.819, -1.173], [1.534, -1.836, 4.034], [1.343, -0.121, 3.619], [3.987, -1.583, 4.113], [3.235, -0.379, 5.181], [3.850, 0.105, 3.587]], "nbo_charge": [0.801, -0.641, 0.250, -0.365, -0.152, -0.345, 0.424, -0.599, -1.208, 1.822, -1.139, -1.138, -1.132, 0.214, 0.234, 0.206, 0.198, 0.195, 0.202, 0.256, 0.223, 0.219, 0.238, 0.228, 0.221, 0.218, 0.221, 0.220, -1.124, 1.443, -1.128, -1.133, -0.995, 0.211, 0.226, 0.229, 0.211, 0.232, 0.230, 0.215, 0.234, 0.228, -0.620, -0.078, -0.848, 1.658, -0.834, -0.058, -0.637, -0.838, -0.067, -0.619, 0.210, 0.203, 0.201, 0.197, 0.195, 0.184, 0.178, 0.222, 0.199, 0.210, 0.172, 0.194, 0.204, 0.206, 0.212], "total_charge": -1, "lumo_energy_ev": 2.70, "e_above_lowest_ev": 0.453, "max_force_ev_per_a": 0.4, "e_homo_ev": -4.1, "gap_ev": 6.8}

=====

(3)
{"formula": "C18H39N15O9", "method": "ωB97M-V with the def2-TZVPD basis set", "species": ["C", "C", "C", "C", "C", "C", "C", "C", "O", "C", "N", "C", "C", "O", "H", "H", "H", "H", "H", "H", "H", "H", "H", "H", "H", "N", "C", "N", "O", "H", "H", "H", "H", "N", "C", "N", "O", "H", "H", "H", "H", "N", "C", "N", "O", "H", "H", "H", "H", "N", "C", "N", "O", "H", "H", "H", "H", "N", "C", "N", "O", "H", "H", "H", "H", "N", "C", "N", "O", "H", "H", "H", "H", "N", "C", "N", "O", "H", "H", "H", "H"], "xyz": [[-6.659, -3.342, -6.104], [-5.390, -2.803, -6.472], [-4.005, -1.906, -6.751], [-4.101, -0.487, -5.905], [-2.834, -0.289, -4.835], [-3.253, 0.987, -3.847], [-2.774, 2.400, -4.132], [-3.334, 3.560, -3.065], [-2.560, 4.566, -2.612], [-4.917, 3.326, -2.579], [-5.926, 4.482, -2.458], [-5.392, 1.914, -2.287], [-4.219, 0.742, -2.503], [-4.045, -0.285, -1.645], [-7.688, -3.517, -5.523], [-3.052, -2.537, -6.498], [-4.040, -1.602, -7.902], [-4.225, 0.423, -6.637], [-5.079, -0.578, -5.240], [-2.732, -1.261, -4.168], [-1.809, -0.136, -5.380], [-2.089, 2.674, -5.041], [-6.481, 4.455, -3.366], [-6.601, 4.161, -1.714], [-6.502, 1.663, -1.973], [-0.789, -3.281, 0.450], [-1.445, -2.134, 0.196], [-1.946, -2.040, -1.049], [-1.575, -1.250, 1.028], [-0.672, -4.020, -0.222], [-0.397, -3.392, 1.375], [-2.447, -1.192, -1.281], [-1.850, -2.757, -1.748], [1.469, -2.099, 4.789], [0.326, -2.781, 4.595], [-0.744, -2.271, 5.231], [0.264, -3.782, 3.899], [1.539, -1.273, 5.359], [2.298, -2.450, 4.328], [-1.625, -2.755, 5.112], [-0.714, -1.448, 5.809], [5.711, -3.208, 2.516], [4.634, -3.560, 3.243], [4.151, -4.785, 2.968], [4.136, -2.827, 4.082], [6.135, -3.798, 1.821], [6.106, -2.294, 2.692], [3.341, -5.089, 3.493], [4.548, -5.403, 2.280], [1.199, 4.043, -2.483], [1.271, 2.702, -2.560], [0.341, 2.051, -1.838], [2.111, 2.124, -3.230], [0.515, 4.538, -1.936], [1.881, 4.572, -3.011], [0.359, 1.040, -1.869], [-0.359, 2.510, -1.280], [7.092, 1.415, -2.134], [5.755, 1.310, -2.031], [5.067, 1.996, -2.961], [5.210, 0.647, -1.162], [7.559, 1.956, -2.842], [7.647, 0.913, -1.453], [4.058, 1.945, -2.919], [5.498, 2.548, -3.684], [-1.414, 0.655, 9.263], [-1.656, 0.024, 8.100], [-2.941, 0.060, 7.701], [-0.782, -0.537, 7.458], [-2.120, 1.122, 9.805], [-0.459, 0.651, 9.598], [-3.166, -0.403, 6.831], [-3.675, 0.517, 8.216], [5.315, 2.619, 1.443], [5.023, 2.168, 2.676], [4.758, 0.851, 2.742], [4.999, 2.896, 3.656], [5.339, 2.035, 0.623], [5.521, 3.605, 1.349], [4.533, 0.471, 3.652], [4.772, 0.236, 1.946]], "lowdin_charge": [0.022, -0.098, -0.202, -0.200, -0.145, -0.088, 0.055, -0.165, -0.043, -0.147, 0.013, 0.059, -0.150, -0.042, 0.054, 0.112, 0.116, 0.121, 0.116, 0.119, 0.123, 0.130, 0.096, 0.077, 0.129, 0.158, -0.723, 0.143, 0.019, 0.093, 0.091, 0.043, 0.091, 0.168, -0.715, 0.155, -0.015, 0.102, 0.047, 0.106, 0.039, 0.157, -0.693, 0.165, 0.011, 0.100, 0.108, 0.116, 0.100, 0.163, -0.700, 0.174, 0.000, 0.098, 0.112, 0.116, 0.102, 0.148, -0.719, 0.169, 0.006, 0.097, 0.110, 0.060, 0.100, 0.156, -0.692, 0.159, 0.017, 0.100, 0.116, 0.115, 0.101, 0.159, -0.728, 0.159, 0.008, 0.058, 0.108, 0.107, 0.093], "total_charge": 0, "lumo_energy_ev": -1.87, "smiles": "C#CCCCC1=CC(=O)C(N)=CC1=O.NC(N)=O.NC(N)=O.NC(N)=O.NC(N)=O.NC(N)=O.NC(N)=O.NC(N)=O", "e_above_lowest_ev": 8.689, "max_force_ev_per_a": 10.1, "e_homo_ev": -8.5, "gap_ev": 6.6}